Record 1
Entry from the OMol25 dataset: 3 unconnected molecules or ions with the total composition C25H45BrCl2N4O2PS2 (the ωB97M-V functional and the def2-TZVPD basis).

Results
HOMO: -4.99 eV
E: -5981.1440 a.u.

```
! wB97M-V def2-TZVPD RIJCOSX def2/J DEFGRID3
* xyz -1 1
C -0.655 -0.631 3.181
C -0.939 -0.100 1.791
N -0.219 0.810 1.271
C -2.081 -0.688 1.033
P -3.326 0.683 0.403
Br -4.520 0.382 2.579
C -2.382 0.970 -1.247
C -1.540 2.248 -1.300
C -0.492 2.236 -2.436
S 1.129 2.954 -2.042
C 2.162 1.779 -1.208
S 3.156 2.384 -0.053
N 2.234 0.495 -1.715
C 1.010 -0.341 -1.596
C 1.287 -1.643 -0.875
O 2.333 -2.410 -1.462
C 3.363 -1.611 -2.023
C 3.439 -0.250 -1.359
C -4.518 2.169 0.056
C -3.994 3.406 0.800
C -4.587 3.788 2.098
O -4.890 4.515 0.875
C -4.452 -0.698 -0.547
Cl -5.705 0.132 -1.534
C -5.098 -1.889 0.187
C -4.184 -3.086 0.500
Cl -6.410 -2.670 -0.918
H -1.422 -1.326 3.506
H -0.577 0.191 3.889
H 0.286 -1.182 3.149
H 0.504 1.113 1.925
H -2.625 -1.302 1.726
H -1.745 -1.347 0.235
H -2.504 1.601 1.118
H -3.156 1.051 -2.014
H -1.775 0.104 -1.524
H -2.216 3.067 -1.554
H -1.081 2.475 -0.343
H -0.374 1.254 -2.887
H -0.837 2.883 -3.243
H 0.639 -0.583 -2.597
H 0.227 0.193 -1.069
H 0.382 -2.244 -0.915
H 1.492 -1.469 0.183
H 4.307 -2.130 -1.854
H 3.208 -1.509 -3.102
H 3.544 -0.392 -0.282
H 4.299 0.282 -1.758
H -4.507 2.462 -0.993
H -5.520 2.031 0.447
H -2.946 3.640 0.669
H -5.403 3.192 2.473
H -3.985 4.394 2.761
H -3.795 -1.120 -1.306
H -5.707 -1.598 1.027
H -3.930 -3.111 1.553
H -3.281 -3.040 -0.097
H -4.687 -4.013 0.254
C 0.749 -7.574 0.441
C -0.023 -6.968 -0.725
C 0.296 -5.486 -0.939
C -0.124 -4.663 0.193
N -0.451 -4.025 1.089
H 0.482 -7.094 1.383
H 0.530 -8.638 0.536
H 1.825 -7.464 0.297
H -1.095 -7.090 -0.561
H 0.221 -7.503 -1.644
H -0.205 -5.115 -1.834
H 1.367 -5.339 -1.094
C 6.541 6.452 0.820
C 7.393 5.212 0.576
C 6.551 3.955 0.340
C 5.763 3.587 1.513
N 5.129 3.307 2.426
H 5.939 6.345 1.722
H 7.171 7.334 0.940
H 5.865 6.632 -0.018
H 8.061 5.050 1.424
H 8.025 5.367 -0.301
H 7.190 3.111 0.079
H 5.865 4.105 -0.497
*
```

Results of the Löwdin charge analysis, in e, for atoms 1 through 8: C -0.042; C -0.481; N 0.143; C -0.321; P 0.520; Br 0.225; C -0.310; C -0.302

=====

Record 2
Entry from the OMol25 dataset: a molecular structure, C25H45CrF3P2 (the ωB97M-V functional and the def2-TZVPD basis).

Results
Relative energy (zero: lowest compared OMol25 entry of this formula, charge and spin): 0.0 kcal/mol
HOMO (spin up / spin down): -11.02 / -11.29 eV
E: -3006.0968 a.u.
⟨S²⟩: 4.19

```
! wB97M-V def2-TZVPD RIJCOSX def2/J DEFGRID3
* xyz 1 4
Cr 0.129 -0.085 1.619
C -1.904 1.604 0.963
C -2.396 0.715 -0.026
C -2.068 -0.531 1.907
C -1.754 0.884 2.210
C -2.492 -0.583 0.534
C -1.798 3.071 0.806
H -1.408 3.363 -0.182
H -1.142 3.523 1.561
H -2.786 3.546 0.909
C -1.823 1.491 3.574
H -1.591 2.563 3.556
H -1.126 1.017 4.273
H -2.839 1.370 3.979
C -2.410 -1.576 2.914
H -3.500 -1.641 3.041
H -1.971 -1.356 3.894
H -2.058 -2.573 2.608
C -3.162 -1.737 -0.097
H -4.263 -1.692 -0.010
H -2.851 -2.683 0.362
H -2.935 -1.806 -1.170
C -2.933 1.125 -1.337
H -3.921 1.605 -1.246
H -3.039 0.274 -2.018
H -2.278 1.843 -1.846
C 1.541 0.505 -2.480
C 0.516 1.356 -2.639
C -0.118 1.596 -3.980
C -1.000 0.469 -4.603
C -1.113 -0.839 -3.859
C -0.078 -1.669 -3.738
C 1.273 -1.352 -4.330
C 2.127 -0.238 -3.649
H 0.668 1.842 -4.716
H -0.604 0.278 -5.616
H -0.738 2.503 -3.900
H 2.397 0.488 -4.437
H 2.035 0.353 -1.516
H 0.133 1.966 -1.817
H 3.077 -0.692 -3.326
H 1.867 -2.279 -4.337
H -0.157 -2.641 -3.244
H 1.149 -1.064 -5.388
H -2.015 0.872 -4.746
H -2.109 -1.086 -3.485
P 1.767 1.923 1.476
C 1.471 2.931 2.976
H 2.330 3.590 3.153
H 1.323 2.291 3.847
H 0.557 3.523 2.844
C 3.497 1.381 1.608
H 4.136 2.199 1.966
H 3.837 1.037 0.624
H 3.568 0.538 2.301
C 1.889 3.294 0.271
H 2.281 2.942 -0.687
H 2.546 4.081 0.671
H 0.902 3.733 0.090
P 1.000 -2.449 0.757
C -0.215 -3.586 -0.011
H 0.277 -4.461 -0.458
H -0.789 -3.073 -0.785
H -0.918 -3.944 0.756
C 2.521 -2.573 -0.249
H 2.289 -2.597 -1.314
H 3.109 -3.459 0.036
H 3.144 -1.690 -0.065
C 1.466 -3.553 2.151
H 1.753 -4.538 1.767
H 0.620 -3.654 2.838
H 2.297 -3.113 2.716
F 0.421 -1.699 4.158
C 1.022 -0.599 3.544
F 0.984 0.362 4.564
F 2.383 -0.937 3.480
*
```

Results of the Löwdin charge analysis, in e, for atoms 1 through 8: Cr 0.539; C -0.201; C -0.188; C -0.312; C -0.325; C -0.176; C -0.022; H 0.081